59
Properties=species:S:1:pos:R:3:forces:R:3 method="wB97M-V/def2-TZVPD" lumo_energy_ev=-5.3 gap_ha=0.228 homo_energy_ev=-11.517 fmax_ev_per_a=8.54 charge=+1
C -0.274 -2.083 4.191 1.067 -2.142 -6.574
C -0.083 -2.614 2.989 -1.031 3.061 5.239
C 0.079 -3.034 1.421 -0.371 1.115 1.443
C -0.595 -1.829 0.535 -0.170 -0.054 -0.392
C 0.233 -1.538 -0.846 0.155 -1.181 0.692
C -0.437 -0.405 -1.785 -1.958 0.859 1.025
C -1.452 -1.265 -2.708 -0.669 -0.035 -1.496
C -2.756 -0.442 -3.210 -3.765 -1.857 2.091
O -3.889 -0.742 -2.670 5.169 1.624 -2.324
C -1.450 0.536 -0.945 3.016 0.269 -1.035
N -1.041 1.836 -0.880 -3.112 -4.547 -0.027
S -2.160 2.810 0.044 -0.664 1.426 0.452
C 0.264 2.145 -1.549 -0.354 -1.218 0.303
P 0.451 3.666 -2.677 -0.007 -0.205 -1.868
P -0.857 5.315 -2.117 -1.950 5.187 4.330
O -0.782 5.749 -0.637 0.064 -1.538 -3.771
O -2.511 5.075 -2.498 2.854 1.000 -0.150
O -0.345 6.699 -3.045 0.154 -2.926 1.751
S 1.436 2.469 -0.128 5.633 4.901 4.140
C 1.586 1.057 1.088 -0.034 -0.409 1.038
O 1.016 3.687 0.708 -0.700 -4.238 -2.827
O 2.873 2.778 -0.582 -4.285 -2.035 -0.267
C 0.463 0.765 -2.432 2.180 -0.520 -2.193
C 0.132 1.048 -4.021 -0.744 -0.543 -0.456
C 2.072 0.413 -2.549 -0.558 0.040 0.554
C 2.360 -0.872 -3.486 3.204 -2.652 1.621
O 3.211 -1.750 -3.100 -3.971 4.030 -1.554
H -0.417 -1.528 5.210 0.408 -1.671 -2.581
H -0.428 -4.057 1.245 0.999 1.756 0.236
H 1.203 -3.045 1.161 -1.801 -0.291 0.571
H -1.679 -2.074 0.199 1.689 0.178 0.860
H -0.650 -0.920 1.238 0.134 -1.225 -1.244
H 1.346 -1.386 -0.606 -1.763 0.052 -0.475
H 0.171 -2.539 -1.447 0.333 1.878 0.977
H -0.940 -1.696 -3.659 -0.577 0.841 1.677
H -1.866 -2.197 -2.138 0.715 1.985 -0.787
H -2.750 0.356 -4.046 0.305 -1.181 1.187
H -2.392 0.047 -0.504 1.454 1.501 -0.383
H -3.418 2.248 -0.285 1.656 0.140 -0.233
H 1.796 4.191 -2.470 -1.178 -0.254 0.744
H -2.943 5.943 -2.238 0.642 -1.218 -0.308
H 0.376 7.079 -2.460 -1.129 -0.369 -0.785
H 0.555 0.828 1.544 1.587 0.198 -0.883
H 2.235 1.478 1.964 -1.186 -0.272 -1.897
H 2.154 0.144 0.685 -1.153 1.476 0.352
H 0.004 0.049 -4.616 0.236 1.662 1.416
H -0.871 1.613 -4.167 1.903 -0.716 0.179
H 1.023 1.585 -4.550 -1.914 -0.734 1.149
H 2.515 0.183 -1.504 -0.489 0.394 -2.006
H 2.552 1.395 -2.962 -0.546 -2.002 0.687
H 1.861 -1.046 -4.516 0.571 0.582 1.545
Br -1.025 -2.768 7.516 -0.126 -0.157 0.229
C -0.124 -4.414 8.052 0.085 0.154 0.181
C 1.046 -4.720 7.150 0.060 -0.265 -0.108
Br 0.450 -5.448 5.442 0.058 0.024 0.097
H -0.880 -5.200 8.062 0.171 0.136 -0.094
H 0.216 -4.230 9.074 0.004 -0.020 -0.154
H 1.674 -5.499 7.586 -0.122 0.112 0.015
H 1.660 -3.846 6.927 -0.181 -0.109 0.089

***

16
Properties=species:S:1:pos:R:3:forces:R:3 method="wB97M-V/def2-TZVPD" lumo_energy_ev="-0.1 / -3.3" gap_ha="0.244 / 0.273" multiplicity=3 homo_energy_ev="-6.709 / -10.680" fmax_ev_per_a=8.05 s2=2.008 charge=0
C -0.689 -0.448 -1.461 -7.201 -3.419 0.825
C -1.534 -0.756 -0.312 2.493 -0.136 -7.658
C 0.497 0.138 -1.396 4.187 3.046 0.266
C -1.416 -0.088 0.848 0.024 0.850 2.806
C 1.098 0.514 -0.108 -0.622 2.028 0.559
C -0.388 0.900 1.134 1.957 -0.882 -2.473
N 1.782 -0.589 0.552 0.563 -0.835 0.852
O 2.797 -0.321 1.205 -1.288 -0.584 -0.765
O 1.282 -1.693 0.388 0.739 0.221 0.639
F 0.140 0.800 2.344 -0.235 0.434 0.567
F -0.718 2.178 0.856 0.353 -0.134 0.162
H -1.204 -0.653 -2.475 1.321 -0.078 1.681
H -2.269 -1.439 -0.678 -1.034 -0.067 0.986
H 0.933 0.433 -2.348 0.316 0.374 0.401
H -2.195 -0.318 1.532 -0.051 0.076 1.376
H 1.884 1.343 -0.083 -1.521 -0.894 -0.222

***

81
Properties=species:S:1:pos:R:3:forces:R:3 method="wB97M-V/def2-TZVPD" lumo_energy_ev="2.2 / 2.2" gap_ha="0.217 / 0.219" multiplicity=5 homo_energy_ev="-3.662 / -3.725" fmax_ev_per_a=2.46 relative_energy_kj_mol=116.77 s2=6.012 charge=-1
Fe -0.344 0.252 0.092 -0.073 -1.195 0.813
O -4.202 -0.953 -1.456 -0.290 -0.043 -0.380
C -2.977 -0.884 -1.303 0.267 0.123 1.113
N -2.284 -0.861 -0.153 0.522 0.219 -0.787
C -2.868 -1.171 1.054 -0.182 -0.037 0.462
C -4.198 -1.582 1.227 -0.044 0.020 -0.267
C -4.701 -1.880 2.476 0.036 -0.036 0.433
C -3.881 -1.786 3.588 -0.455 -0.207 -0.114
C -2.561 -1.414 3.446 0.211 0.032 0.164
C -2.019 -1.087 2.198 -0.657 -0.160 0.143
N -0.708 -0.679 1.984 1.284 0.320 0.322
C 0.093 -0.375 3.028 -1.372 -0.546 -0.597
O -0.192 -0.390 4.233 0.447 0.125 0.274
C 1.482 0.048 2.682 0.651 0.395 -0.032
C 2.443 -0.043 3.695 -0.118 -0.128 0.011
C 3.721 0.417 3.468 0.032 0.139 -0.470
C 3.993 0.986 2.224 -0.043 -0.094 0.284
C 2.975 1.045 1.286 0.294 0.170 -0.068
N 1.750 0.582 1.484 -0.516 -0.375 0.663
C -2.128 -0.807 -2.536 -0.058 -0.135 -0.537
C -2.776 -0.577 -3.751 0.033 0.090 0.097
C -2.034 -0.513 -4.914 0.062 -0.046 0.136
C -0.666 -0.713 -4.819 0.094 -0.072 0.096
C -0.119 -0.970 -3.568 -0.097 -0.271 -0.461
N -0.817 -1.009 -2.445 -0.202 -0.351 -0.077
H -4.837 -1.659 0.363 0.088 0.064 0.030
H -5.735 -2.181 2.582 -0.079 -0.021 -0.015
H -4.267 -2.010 4.574 -0.022 -0.031 0.095
H -1.942 -1.363 4.324 0.014 0.036 -0.085
H 2.143 -0.472 4.641 -0.049 0.031 -0.025
H 4.486 0.350 4.231 -0.002 -0.011 -0.008
H 4.973 1.374 1.988 0.022 0.045 -0.058
H 3.163 1.494 0.323 0.008 0.071 -0.183
H -3.846 -0.439 -3.724 -0.042 -0.014 -0.027
H -2.509 -0.329 -5.870 0.013 0.043 0.012
H -0.026 -0.684 -5.689 0.060 -0.005 -0.083
H 0.936 -1.181 -3.480 0.219 0.004 -0.006
C 6.397 -2.654 0.867 -0.150 -0.072 -0.048
C 5.075 -3.196 0.301 0.087 -0.200 0.182
C 4.121 -3.435 1.475 0.154 0.080 -0.228
C 5.324 -4.545 -0.389 -0.039 0.168 0.051
C 4.526 -2.181 -0.694 -0.010 -0.100 0.096
C 5.314 -1.816 -1.795 -0.075 0.310 -0.290
C 4.906 -0.837 -2.690 0.407 -0.312 0.100
C 3.702 -0.204 -2.478 -0.615 0.223 0.256
S 2.961 1.098 -3.377 -0.406 -0.308 0.693
C 1.589 1.030 -2.237 1.567 -1.414 0.648
N 1.715 0.110 -1.300 -1.050 1.360 -0.928
C 2.869 -0.574 -1.396 1.387 -0.507 -0.691
C 3.294 -1.579 -0.520 -0.200 0.183 -0.200
C 0.418 1.812 -2.359 -1.988 1.443 -0.139
C 0.216 2.742 -3.391 0.502 -0.511 0.269
C -0.997 3.378 -3.519 0.012 0.333 -0.225
C -2.023 3.099 -2.628 -0.080 -0.363 0.347
C -1.818 2.187 -1.594 -0.294 0.888 -0.652
C -0.606 1.552 -1.418 0.883 0.325 -0.447
H 6.797 -3.340 1.612 0.052 -0.091 0.088
H 6.226 -1.691 1.343 0.021 0.130 0.071
H 7.145 -2.523 0.089 0.084 0.026 -0.068
H 4.572 -4.143 2.170 0.016 -0.042 0.037
H 3.178 -3.851 1.128 -0.139 -0.014 0.050
H 3.928 -2.507 2.009 -0.104 0.070 0.105
H 5.717 -5.267 0.326 0.051 -0.059 0.081
H 6.038 -4.455 -1.204 0.074 0.008 -0.126
H 4.392 -4.936 -0.789 -0.094 -0.070 -0.088
H 6.272 -2.288 -1.960 0.035 -0.057 0.027
H 5.522 -0.566 -3.533 0.147 -0.008 -0.073
H 2.617 -1.835 0.277 0.019 -0.077 0.188
H 1.025 2.930 -4.084 0.034 0.164 -0.246
H -1.147 4.098 -4.313 -0.013 0.025 -0.068
H -2.986 3.579 -2.738 -0.099 0.084 -0.069
H -2.642 1.964 -0.929 -0.099 0.020 0.135
N -0.483 3.947 4.225 0.380 0.236 0.677
N -1.015 3.188 3.218 -0.716 -0.727 -1.457
N -2.281 2.812 3.191 0.360 0.358 0.509
C -2.318 2.083 2.086 0.022 0.175 0.100
N -1.135 2.038 1.473 0.244 0.254 0.278
N -0.305 2.755 2.197 -0.103 0.311 0.601
H -1.188 4.586 4.583 0.069 -0.124 -0.284
H 0.336 4.432 3.872 -0.205 -0.066 -0.058
H -3.201 1.593 1.733 -0.183 -0.203 -0.074

***

20
Properties=species:S:1:pos:R:3:forces:R:3 method="wB97M-V/def2-TZVPD" lumo_energy_ev=1.0 gap_ha=0.294 homo_energy_ev=-6.979 fmax_ev_per_a=0.56 relative_energy_kj_mol=587.28 charge=0
C -1.198 1.734 0.619 0.027 0.024 -0.056
C -0.710 0.319 0.779 -0.014 0.152 0.191
N -0.734 -0.570 -0.386 0.061 -0.020 -0.118
C -1.279 -1.916 -0.336 -0.066 -0.169 -0.004
C 0.491 -0.301 0.196 -0.016 -0.147 0.147
C 1.585 -1.080 0.636 -0.046 -0.284 0.213
C 1.343 1.162 -1.178 0.019 0.176 -0.138
H -2.272 1.785 0.830 0.141 -0.026 -0.038
H -0.684 2.396 1.324 -0.058 -0.089 -0.091
H -1.024 2.092 -0.396 -0.015 -0.042 0.130
H -0.959 -0.148 1.738 0.059 0.051 -0.124
H -0.937 -2.473 -1.213 -0.031 0.072 0.124
H -0.982 -2.466 0.569 -0.014 0.120 -0.097
H -2.369 -1.848 -0.379 0.143 -0.016 0.008
H 1.729 0.008 -0.307 -0.048 0.432 -0.352
H 2.028 -0.860 1.601 -0.090 0.000 -0.145
H 1.756 -2.051 0.183 -0.031 0.129 0.001
H 0.572 1.157 -1.952 0.081 -0.086 0.173
H 2.317 0.980 -1.663 -0.074 -0.081 0.140
H 1.387 2.139 -0.685 -0.025 -0.194 0.036

***

61
Properties=species:S:1:pos:R:3:forces:R:3 method="wB97M-V/def2-TZVPD" lumo_energy_ev="-6.8 / -9.7" gap_ha="0.294 / 0.186" multiplicity=3 homo_energy_ev="-14.781 / -14.776" fmax_ev_per_a=2.86 s2=2.017 charge=+2
C 2.233 3.466 -4.765 0.125 -0.786 -0.006
C 2.770 2.356 -5.307 -0.460 0.596 0.351
H 2.667 3.951 -3.883 -0.023 -0.115 -0.481
H 1.313 3.919 -5.157 0.444 -0.237 0.095
H 2.294 1.860 -6.158 0.250 0.236 0.195
H 3.704 1.912 -4.945 -0.386 0.242 -0.087
Au -0.729 0.105 -2.534 0.704 -0.422 1.457
C -2.561 2.030 -4.389 0.808 0.635 -1.471
C -1.875 1.580 -5.548 -0.482 0.382 0.256
C -2.101 -0.246 -4.144 -1.298 1.336 1.754
C -2.676 0.956 -3.473 -0.165 -2.782 -0.627
H -1.690 2.209 -6.423 0.083 -0.337 0.375
H -1.166 -0.419 -6.208 -0.032 0.161 0.303
H -2.473 -1.243 -3.920 0.151 0.054 -0.251
C -1.597 0.213 -5.432 -0.183 0.645 -0.239
H -3.359 0.921 -2.623 0.297 0.048 -0.252
H -3.004 3.020 -4.272 0.304 -0.308 0.100
C 5.286 -0.904 0.880 -0.105 -0.165 -0.274
C 4.138 -0.324 1.720 0.099 0.082 0.157
C 3.826 -1.312 2.850 -0.151 0.001 -0.122
C 4.659 0.972 2.354 -0.197 0.305 0.061
C 2.920 -0.048 0.815 0.695 0.047 0.056
C 3.108 0.586 -0.428 -0.456 -0.090 -0.169
C 2.062 0.623 -1.343 -0.134 -0.168 0.327
N 0.837 0.092 -1.076 0.390 0.451 0.450
C 0.588 -0.373 0.186 1.559 0.541 -0.103
C 1.618 -0.433 1.143 -0.776 -0.183 -0.679
C -0.782 -0.785 0.479 -1.002 -0.354 0.460
C -1.314 -0.975 1.775 0.051 0.260 -1.071
C -2.691 -1.189 1.905 -0.379 0.313 0.419
C -3.442 -1.495 0.761 0.341 0.326 -0.772
C -2.853 -1.325 -0.487 -0.290 0.053 0.251
N -1.584 -0.909 -0.594 -0.117 0.035 -0.562
C -3.472 -0.995 3.206 -0.081 -0.254 0.229
C -4.628 -0.011 2.963 0.012 0.202 -0.214
C -4.066 -2.346 3.610 0.039 -0.253 0.127
C -2.645 -0.447 4.370 0.098 -0.030 -0.129
H 6.110 -1.181 1.545 -0.141 0.102 -0.147
H 5.664 -0.178 0.152 -0.004 -0.188 0.118
H 4.964 -1.805 0.348 0.107 0.050 -0.002
H 4.755 -1.543 3.386 -0.277 0.074 -0.117
H 3.124 -0.881 3.572 0.050 -0.146 -0.041
H 3.426 -2.252 2.453 0.003 0.078 0.138
H 5.029 1.675 1.598 -0.076 -0.067 0.139
H 3.880 1.462 2.945 0.105 0.032 -0.043
H 5.488 0.728 3.029 -0.153 0.071 -0.194
H 4.069 1.033 -0.705 -0.442 -0.304 0.096
H 2.192 1.081 -2.324 -0.056 -0.184 0.204
H 1.369 -0.839 2.120 0.281 0.047 -0.239
H -0.666 -0.857 2.639 -0.267 0.105 -0.131
H -4.507 -1.737 0.811 0.536 0.015 0.004
H -3.428 -1.465 -1.410 0.310 0.056 0.365
H -5.328 -0.365 2.195 0.115 0.136 0.228
H -5.188 0.118 3.897 0.116 -0.037 -0.239
H -4.235 0.968 2.661 -0.172 -0.098 0.030
H -3.264 -3.078 3.754 -0.227 -0.028 0.022
H -4.607 -2.230 4.558 0.080 -0.103 -0.258
H -4.763 -2.717 2.849 0.108 -0.038 0.216
H -1.850 -1.144 4.665 -0.059 0.230 -0.015
H -2.231 0.542 4.127 0.044 -0.256 0.138
H -3.319 -0.327 5.229 0.284 -0.012 -0.185

***

12
Properties=species:S:1:pos:R:3:forces:R:3 method="wB97M-V/def2-TZVPD" lumo_energy_ev=4.3 gap_ha=0.299 homo_energy_ev=-3.874 fmax_ev_per_a=1.29 relative_energy_kj_mol=0.00 charge=-1 smiles="CCNC(=O)[O-]"
C -0.135 1.176 -0.818 0.326 -0.145 0.160
C -0.898 0.072 -0.074 0.225 0.541 0.350
N -0.118 -0.535 0.975 -0.032 -0.845 -0.569
C 0.954 -1.421 0.570 0.604 0.581 0.986
O 0.925 -1.857 -0.592 -0.248 -0.225 -0.382
O 1.812 -1.594 1.474 -0.159 -0.178 -0.209
H 0.872 0.821 -1.042 -0.041 -0.095 -0.052
H -0.035 2.028 -0.149 0.034 0.290 -0.013
H -0.580 1.506 -1.758 -0.256 -0.012 0.009
H -1.177 -0.719 -0.764 -0.150 -0.026 0.011
H -1.777 0.520 0.403 -0.250 -0.145 -0.267
H 0.157 0.004 1.776 -0.054 0.260 -0.024